Below is a 6-piece molecular cluster, C28H61BClNO17P2S6 overall in a non-equilibrium geometry, with properties calculated with ωB97M-V/def2-TZVPD.

Properties
* charge: 0
* highest occupied orbital energy: -0.2798 Ha
* LUMO level: -0.74 eV

Positions of all 117 atoms, in Å:
C1 -0.45 1.52 -6.94
B1 -0.88 2.00 -5.42
O1 -1.42 3.34 -5.35
C2 -0.75 1.01 -4.10
P1 0.63 -0.22 -4.49
O2 0.17 -1.27 -5.54
O3 2.02 0.55 -5.18
O4 1.21 -1.12 -3.17
C3 -0.63 1.79 -2.70
C4 0.88 2.15 -2.25
P2 0.97 4.04 -1.90
O5 2.41 4.48 -1.52
O6 -0.13 4.55 -0.71
O7 0.52 4.83 -3.37
C5 -1.52 1.15 -1.48
C6 -0.87 -0.17 -0.85
C7 -1.10 -0.25 0.77
C8 -0.14 -1.47 1.27
C9 -1.03 -2.81 0.99
O8 -1.77 -3.34 1.87
O9 -1.00 -3.49 -0.28
C10 -3.09 1.05 -1.82
Cl1 -3.83 2.67 -1.24
C11 -3.89 -0.09 -1.04
C12 -5.47 -0.11 -1.46
C13 -5.95 -1.53 -2.06
C14 -5.57 -1.58 -3.63
N1 -6.59 -2.25 -4.49
C15 -6.91 -3.66 -4.59
C16 -8.01 -3.76 -5.68
C17 -8.31 -2.32 -6.22
C18 -7.35 -1.42 -5.39
O10 -3.43 0.95 -3.22
S1 -2.35 0.03 -4.10
O11 -2.87 -0.02 -5.53
O12 -2.19 -1.39 -3.65
H1 -0.88 0.47 -7.17
H2 0.67 1.60 -7.14
H3 -0.98 2.22 -7.70
H4 -2.06 3.42 -6.10
H5 2.68 0.65 -4.45
H6 1.94 -0.64 -2.70
H7 -1.13 2.82 -2.87
H8 1.21 1.67 -1.27
H9 1.67 1.98 -3.05
H10 -0.34 3.78 -0.13
H11 -0.20 5.46 -3.13
H12 -1.43 1.95 -0.65
H13 0.28 -0.22 -0.95
H14 -1.28 -1.15 -1.26
H15 -2.16 -0.56 1.05
H16 -0.72 0.68 1.31
H17 0.81 -1.58 0.64
H18 0.03 -1.47 2.40
H19 -1.90 -3.88 -0.46
H20 -3.90 0.22 0.07
H21 -3.44 -1.14 -1.16
H22 -5.74 0.78 -2.15
H23 -6.10 0.05 -0.50
H24 -7.06 -1.73 -1.85
H25 -5.37 -2.35 -1.48
H26 -5.43 -0.51 -3.99
H27 -4.62 -2.22 -3.71
H28 -6.42 -4.50 -3.99
H29 -8.53 -4.70 -6.09
H30 -9.03 -1.99 -7.04
H31 -7.27 -0.30 -5.49
C19 1.11 -1.46 6.81
S2 0.76 -2.56 5.43
O13 1.27 -1.90 4.18
C20 -1.03 -2.34 5.46
H32 2.19 -1.42 6.95
H33 0.73 -0.46 6.60
H34 0.65 -1.86 7.72
H35 -1.28 -1.28 5.33
H36 -1.43 -2.70 6.41
H37 -1.47 -2.91 4.64
C21 3.09 7.58 0.27
S3 3.77 6.63 1.65
O14 2.96 6.96 2.86
C22 5.32 7.57 1.76
H38 2.09 7.19 0.05
H39 3.01 8.63 0.54
H40 3.72 7.46 -0.61
H41 5.10 8.62 1.94
H42 5.88 7.45 0.83
H43 5.90 7.17 2.59
C23 5.44 -0.98 10.63
S4 4.35 0.04 9.62
O15 3.18 -0.81 9.22
C24 5.45 0.15 8.20
H44 4.93 -1.21 11.57
H45 5.67 -1.91 10.10
H46 6.36 -0.43 10.84
H47 5.68 -0.85 7.83
H48 6.37 0.66 8.49
H49 4.95 0.72 7.41
C25 1.50 -5.85 -0.37
S5 0.57 -6.11 -1.90
O16 -0.65 -6.89 -1.56
C26 1.75 -7.26 -2.64
H50 0.92 -5.19 0.27
H51 1.65 -6.81 0.14
H52 2.46 -5.39 -0.60
H53 1.89 -8.12 -1.99
H54 2.71 -6.75 -2.80
H55 1.36 -7.58 -3.60
C27 3.58 0.48 4.02
S6 4.94 0.42 2.83
O17 6.02 -0.42 3.43
C28 5.43 2.15 3.03
H56 3.14 -0.52 4.09
H57 3.95 0.78 5.00
H58 2.82 1.18 3.67
H59 5.69 2.35 4.07
H60 4.61 2.79 2.71
H61 6.30 2.33 2.40

=====

Below is a 4-piece molecular cluster, C28H61ClF3O13P overall, with properties calculated with ωB97M-V/def2-TZVPD.

Properties
* SMILES string: CCCCO[P@@](=O)(OCCC(F)(F)F)O[C@H](Cl)CC.COCCOCCOC.COCCOCCOC.COCCOCCOC
* charge: 0
* highest occupied orbital energy: -0.3341 Ha
* LUMO level: 0.56 eV

Positions of all 107 atoms, in Å:
C1 0.06 10.94 -1.70
C2 0.96 11.91 -2.47
C3 2.38 11.38 -2.70
C4 2.47 9.95 -3.22
O1 2.55 9.04 -2.09
P1 2.74 7.48 -2.33
O2 2.76 7.06 -3.74
O3 4.02 7.11 -1.48
C5 4.05 7.37 -0.06
C6 5.51 7.69 0.26
C7 5.88 7.48 1.71
F1 7.11 6.99 1.85
F2 5.86 8.62 2.41
F3 5.06 6.64 2.36
O4 1.60 6.81 -1.44
C8 0.34 6.47 -2.02
Cl1 -0.91 7.46 -1.21
C9 0.10 4.96 -1.90
C10 -0.73 4.46 -0.72
H1 -0.86 11.43 -1.38
H2 -0.22 10.07 -2.30
H3 0.56 10.55 -0.81
H4 0.50 12.16 -3.43
H5 1.04 12.85 -1.91
H6 2.90 12.02 -3.42
H7 2.95 11.42 -1.77
H8 3.37 9.81 -3.83
H9 1.61 9.67 -3.83
H10 3.69 6.49 0.46
H11 3.40 8.21 0.19
H12 6.16 7.07 -0.36
H13 5.71 8.74 0.04
H14 0.31 6.78 -3.06
H15 -0.35 4.64 -2.84
H16 1.10 4.51 -1.86
H17 -0.52 3.39 -0.57
H18 -0.47 4.97 0.21
H19 -1.80 4.57 -0.90
C11 3.44 -0.05 3.59
O5 2.33 -0.32 2.76
C12 1.71 -1.57 3.02
C13 0.21 -1.49 2.87
O6 -0.45 -0.79 3.91
C14 -0.40 0.62 3.92
C15 -1.32 1.28 2.92
O7 -0.85 1.13 1.59
C16 -1.87 0.98 0.63
H20 4.31 -0.66 3.33
H21 3.70 1.00 3.45
H22 3.20 -0.21 4.65
H23 1.96 -1.93 4.02
H24 2.08 -2.31 2.29
H25 -0.16 -2.51 2.95
H26 -0.07 -1.10 1.89
H27 0.63 0.99 3.80
H28 -0.75 0.91 4.91
H29 -1.37 2.35 3.17
H30 -2.32 0.86 3.02
H31 -2.59 0.21 0.93
H32 -1.39 0.67 -0.30
H33 -2.40 1.92 0.46
C17 0.44 -9.12 0.50
O8 1.32 -8.22 -0.12
C18 1.24 -8.19 -1.53
C19 1.37 -6.79 -2.08
O9 0.24 -5.97 -1.86
C20 0.00 -5.46 -0.56
C21 0.92 -4.34 -0.14
O10 2.23 -4.81 0.15
C22 3.26 -3.93 -0.26
H34 0.76 -10.16 0.35
H35 0.44 -8.91 1.57
H36 -0.58 -9.01 0.13
H37 0.29 -8.62 -1.86
H38 2.05 -8.80 -1.95
H39 1.43 -6.89 -3.17
H40 2.29 -6.33 -1.73
H41 -0.01 -6.26 0.19
H42 -1.01 -5.04 -0.61
H43 0.51 -3.89 0.77
H44 0.95 -3.58 -0.92
H45 3.13 -3.63 -1.30
H46 4.20 -4.47 -0.16
H47 3.30 -3.03 0.37
C23 -2.80 -7.12 -2.23
O11 -3.61 -6.55 -1.23
C24 -4.79 -5.93 -1.70
C25 -5.94 -6.14 -0.75
O12 -6.46 -7.46 -0.74
C26 -5.74 -8.46 -0.05
C27 -5.89 -8.41 1.46
O13 -5.17 -7.32 2.02
C28 -5.81 -6.73 3.13
H48 -2.26 -6.36 -2.80
H49 -2.07 -7.75 -1.73
H50 -3.39 -7.74 -2.92
H51 -5.05 -6.31 -2.69
H52 -4.62 -4.84 -1.79
H53 -6.77 -5.52 -1.12
H54 -5.68 -5.80 0.25
H55 -4.68 -8.47 -0.33
H56 -6.19 -9.40 -0.37
H57 -5.50 -9.35 1.86
H58 -6.95 -8.34 1.71
H59 -6.85 -6.48 2.90
H60 -5.28 -5.81 3.35
H61 -5.78 -7.37 4.01

=====

Below is a 7-piece molecular cluster, C28H61N4O8S overall in a non-equilibrium geometry, with properties calculated with ωB97M-V/def2-TZVPD.

Properties
* charge: +1
* highest occupied orbital energy: -0.3966 Ha
* LUMO level: -4.70 eV

Positions of all 102 atoms, in Å:
C1 2.82 -0.38 -2.86
S1 1.69 -0.89 -4.31
O1 1.90 -2.45 -4.44
O2 2.12 -0.29 -5.66
N1 0.06 -0.65 -3.79
C2 -0.87 0.23 -4.27
N2 -2.26 0.26 -3.64
N3 -0.57 1.11 -5.41
C3 -0.27 2.53 -5.14
C4 1.22 2.89 -4.58
N4 1.13 3.84 -3.36
H1 3.08 0.76 -2.91
H2 3.82 -1.04 -2.84
H3 2.25 -0.61 -1.85
H4 -0.26 -1.25 -2.97
H5 -2.22 0.48 -2.62
H6 -2.92 0.88 -4.16
H7 -0.20 0.69 -6.27
H8 -1.09 3.00 -4.42
H9 -0.39 3.13 -6.17
H10 1.80 3.48 -5.44
H11 1.89 1.99 -4.28
H12 0.63 3.27 -2.63
H13 2.12 3.91 -3.00
C5 -2.94 -1.96 0.39
C6 -3.23 -1.06 1.56
C7 -2.36 0.15 1.26
O3 -2.28 0.24 -0.17
C8 -2.79 -0.97 -0.74
H14 -3.72 -2.70 0.21
H15 -2.00 -2.49 0.56
H16 -4.29 -0.77 1.56
H17 -3.00 -1.51 2.53
H18 -1.35 0.02 1.65
H19 -2.78 1.07 1.66
H20 -3.77 -0.74 -1.19
H21 -2.12 -1.33 -1.52
C9 -1.70 -2.58 7.05
C10 -3.11 -2.05 6.99
C11 -3.21 -1.61 5.54
O4 -2.36 -2.47 4.78
C12 -1.54 -3.22 5.69
H22 -1.52 -3.28 7.87
H23 -0.99 -1.75 7.16
H24 -3.81 -2.86 7.18
H25 -3.30 -1.24 7.69
H26 -2.86 -0.58 5.41
H27 -4.24 -1.68 5.16
H28 -1.89 -4.25 5.69
H29 -0.50 -3.21 5.34
C13 -3.57 5.35 3.13
C14 -4.61 5.31 2.04
C15 -4.68 3.83 1.72
O5 -4.38 3.13 2.93
C16 -3.86 4.07 3.89
H30 -3.63 6.24 3.77
H31 -2.57 5.30 2.69
H32 -5.58 5.65 2.43
H33 -4.36 5.92 1.17
H34 -3.93 3.55 0.97
H35 -5.67 3.53 1.36
H36 -4.63 4.22 4.65
H37 -2.97 3.65 4.37
C17 2.77 -5.24 -5.60
C18 2.36 -6.54 -6.23
C19 2.66 -7.54 -5.13
O6 2.48 -6.85 -3.89
C20 2.36 -5.45 -4.15
H38 2.30 -4.36 -6.05
H39 3.86 -5.12 -5.66
H40 1.28 -6.53 -6.44
H41 2.88 -6.76 -7.16
H42 3.69 -7.88 -5.18
H43 2.00 -8.41 -5.17
H44 1.32 -5.16 -3.99
H45 2.99 -4.88 -3.45
C21 3.75 8.54 -2.90
C22 2.71 8.50 -3.99
C23 2.64 7.03 -4.31
O7 2.95 6.32 -3.10
C24 3.46 7.26 -2.15
H46 3.69 9.43 -2.27
H47 4.75 8.50 -3.34
H48 1.75 8.85 -3.60
H49 2.96 9.12 -4.86
H50 3.39 6.75 -5.06
H51 1.66 6.72 -4.68
H52 2.69 7.42 -1.38
H53 4.35 6.85 -1.67
C25 1.95 -5.66 6.28
C26 2.92 -4.83 5.47
C27 2.96 -3.54 6.27
O8 2.73 -3.89 7.64
C28 2.28 -5.25 7.69
H54 2.06 -6.74 6.11
H55 0.92 -5.38 6.03
H56 3.91 -5.30 5.47
H57 2.61 -4.68 4.43
H58 2.16 -2.86 5.96
H59 3.92 -3.02 6.17
H60 3.10 -5.86 8.10
H61 1.43 -5.33 8.37

=====

Below is C28H61N6O9V as an isolated structure in a non-equilibrium geometry, with properties calculated with ωB97M-V/def2-TZVPD.

Properties
* 2S+1: 4
* expectation value of S²: 3.75
* charge: +1
* highest occupied orbital energy (spin up / spin down): -0.3877 / -0.4174 Ha
* LUMO level (spin up / spin down): -2.43 / -2.50 eV
* energy relative to the best compared isomer or geometry (same formula, charge and spin): 0.000 eV

Positions of all 105 atoms, in Å:
V1 -1.97 2.83 0.71
C1 0.12 -0.59 0.43
C2 -0.96 -0.12 -0.52
O1 -1.29 1.21 -0.31
H1 1.02 0.03 0.36
H2 0.40 -1.64 0.26
H3 -0.24 -0.58 1.46
H4 -1.87 -0.73 -0.35
H5 -0.65 -0.25 -1.57
C3 1.04 2.91 2.35
O2 -0.05 3.02 1.79
N1 2.21 2.79 1.72
C4 3.46 2.81 2.46
C5 2.28 2.75 0.27
H6 1.12 2.89 3.44
H7 4.19 3.44 1.96
H8 3.88 1.80 2.56
H9 3.30 3.23 3.45
H10 2.78 3.61 -0.18
H11 2.86 1.87 -0.04
H12 1.29 2.61 -0.15
C6 -2.23 0.82 3.36
O3 -2.40 1.72 2.54
N2 -2.57 0.89 4.63
C7 -2.14 -0.12 5.59
C8 -3.22 2.05 5.18
H13 -1.73 -0.11 3.06
H14 -1.19 0.15 6.06
H15 -2.06 -1.11 5.15
H16 -2.85 -0.17 6.42
H17 -3.28 2.85 4.45
H18 -4.23 1.81 5.51
H19 -2.63 2.43 6.02
C9 3.29 -3.17 -1.02
O4 3.56 -3.45 -2.16
N3 2.67 -4.01 -0.15
C10 2.50 -3.69 1.24
C11 2.34 -5.37 -0.56
H20 3.60 -2.23 -0.54
H21 3.10 -4.32 1.91
H22 1.44 -3.77 1.49
H23 2.84 -2.66 1.43
H24 2.91 -5.62 -1.45
H25 2.58 -6.07 0.24
H26 1.27 -5.45 -0.79
C12 3.65 1.71 -3.96
O5 3.36 2.79 -3.47
N4 3.16 0.52 -3.56
C13 3.43 -0.70 -4.27
C14 2.16 0.50 -2.53
H27 4.35 1.62 -4.81
H28 2.47 -1.13 -4.60
H29 3.93 -1.46 -3.67
H30 3.98 -0.48 -5.19
H31 2.39 -0.22 -1.73
H32 2.13 1.48 -2.08
H33 1.17 0.27 -2.93
C15 -0.73 5.03 -1.44
O6 -1.18 4.25 -0.60
N5 -0.02 4.67 -2.49
C16 0.62 5.66 -3.35
C17 0.08 3.28 -2.92
H34 -0.85 6.12 -1.35
H35 0.25 5.55 -4.37
H36 1.70 5.56 -3.32
H37 0.37 6.66 -3.02
H38 -0.68 3.07 -3.67
H39 1.07 3.15 -3.34
H40 -0.03 2.58 -2.09
C18 -2.22 -2.69 -3.11
C19 -0.95 -2.81 -3.93
O7 -0.91 -2.51 -5.10
C20 0.28 -3.18 -3.15
H41 -2.16 -3.35 -2.23
H42 -3.13 -2.89 -3.66
H43 -2.29 -1.68 -2.70
H44 0.37 -2.59 -2.24
H45 1.16 -3.11 -3.78
H46 0.24 -4.23 -2.86
C21 2.97 -0.54 6.07
C22 1.78 -0.95 5.23
O8 0.74 -1.29 5.75
C23 1.94 -1.02 3.73
H47 2.63 0.09 6.89
H48 3.70 0.05 5.50
H49 3.45 -1.44 6.46
H50 2.38 -1.97 3.45
H51 2.61 -0.22 3.38
H52 1.00 -0.84 3.21
C24 -4.16 -2.54 0.55
C25 -5.62 -2.57 0.23
O9 -6.45 -2.67 1.11
C26 -6.01 -2.43 -1.23
H53 -3.59 -3.32 0.05
H54 -3.95 -2.57 1.62
H55 -3.72 -1.60 0.20
H56 -6.41 -3.39 -1.56
H57 -5.16 -2.10 -1.82
H58 -6.80 -1.69 -1.27
C27 -3.54 0.70 -2.88
C28 -4.47 1.79 -3.12
N6 -5.18 2.65 -3.31
H59 -2.51 1.07 -2.87
H60 -3.62 -0.09 -3.62
H61 -3.69 0.16 -1.94

=====

Which value of charge does entry 2 give?
0